{"formula": "C7H23Fe2O12P", "method": "ωB97M-V/def2-TZVPD", "energy_ev": -110262.2742, "orbital_gap_ev": [5.49, 5.42], "s_squared": 20.021, "total_charge": 0, "spin_multiplicity": 9, "relative_energy_kcal_mol": 107.10, "species": ["Fe", "Fe", "O", "H", "P", "O", "O", "O", "O", "C", "C", "O", "O", "H", "H", "H", "H", "H", "H", "C", "C", "O", "O", "H", "H", "H", "H", "H", "H", "C", "C", "O", "O", "H", "H", "H", "H", "H", "H", "C", "O", "H", "H", "H", "H"], "xyz": [[5.85, -1.55, -17.29], [6.78, -3.97, -18.99], [5.33, -2.65, -18.90], [4.37, -2.84, -18.85], [6.44, -4.19, -16.34], [7.23, -3.24, -17.22], [6.19, -5.25, -17.50], [5.34, -3.14, -16.08], [7.59, -4.36, -15.31], [8.49, -0.06, -20.69], [8.41, -1.56, -20.99], [8.13, -2.21, -19.82], [7.23, 0.47, -20.53], [8.90, 0.53, -21.51], [9.09, 0.11, -19.80], [9.35, -1.84, -21.47], [7.75, -1.94, -21.77], [8.01, -1.52, -19.16], [7.12, 0.19, -19.62], [1.60, -3.34, -19.05], [1.97, -4.65, -19.76], [0.88, -5.43, -20.21], [0.91, -3.46, -17.77], [0.97, -2.78, -19.73], [2.56, -2.84, -18.95], [2.57, -5.27, -19.10], [2.40, -4.46, -20.74], [0.66, -5.94, -19.43], [1.55, -3.87, -17.19], [3.52, -5.47, -14.15], [2.49, -4.63, -14.98], [3.00, -4.37, -16.28], [3.86, -6.73, -14.75], [3.19, -5.69, -13.14], [4.37, -4.79, -14.22], [2.35, -3.71, -14.40], [1.51, -5.11, -14.96], [3.90, -4.02, -16.26], [3.89, -6.59, -15.70], [3.79, -0.15, -20.67], [4.32, -1.40, -21.14], [4.53, 0.44, -20.11], [3.40, 0.50, -21.45], [2.93, -0.46, -20.07], [4.70, -1.84, -20.38]]}

{"formula": "C7H23KO5", "method": "ωB97M-V/def2-TZVPD", "energy_ev": -34182.6924, "orbital_gap_ev": 8.32, "total_charge": 0, "species": ["K", "C", "C", "C", "O", "H", "H", "H", "H", "H", "H", "H", "C", "O", "H", "H", "H", "H", "C", "O", "H", "H", "H", "H", "C", "O", "H", "H", "H", "H", "C", "O", "H", "H", "H", "H"], "xyz": [[0.32, -0.33, 1.08], [0.26, 2.41, -1.32], [-0.72, 1.22, -1.50], [-0.72, 0.65, -2.96], [-0.34, 0.23, -0.58], [1.31, 2.19, -1.48], [0.30, 2.68, -0.27], [0.13, 3.26, -1.99], [-1.72, 1.56, -1.23], [-1.25, -0.30, -3.04], [0.29, 0.54, -3.35], [-1.16, 1.29, -3.72], [0.53, -3.26, 0.75], [0.79, -2.01, 0.21], [0.86, -3.21, 1.79], [-0.55, -3.37, 0.73], [1.08, -4.06, 0.27], [0.50, -1.98, -0.70], [-0.75, -1.52, 3.26], [-0.93, -1.82, 1.90], [0.32, -1.65, 3.48], [-0.93, -0.47, 3.49], [-1.38, -2.28, 3.73], [-1.87, -1.75, 1.71], [2.29, -0.51, -1.32], [1.82, 0.55, -0.58], [1.86, -0.37, -2.31], [3.35, -0.34, -1.18], [2.02, -1.46, -0.85], [0.88, 0.62, -0.76], [-1.24, 2.56, 1.30], [-0.67, 1.26, 1.29], [-0.50, 3.33, 1.09], [-1.92, 2.53, 0.46], [-1.72, 2.78, 2.25], [-0.55, 1.04, 0.36]]}

{"formula": "C7H23NO4", "method": "ωB97M-V/def2-TZVPD", "energy_ev": -17299.3991, "orbital_gap_ev": [8.19, 3.96], "s_squared": 0.753, "total_charge": 1, "spin_multiplicity": 2, "relative_energy_kcal_mol": 10.28, "species": ["C", "C", "C", "C", "C", "C", "C", "N", "H", "H", "H", "H", "H", "H", "H", "H", "H", "H", "H", "H", "H", "H", "H", "H", "H", "O", "H", "H", "O", "H", "H", "O", "H", "H", "O"], "xyz": [[-1.16, -2.39, -0.90], [-0.98, -0.86, -0.79], [-1.18, -0.09, -2.22], [-1.46, 1.41, -2.06], [-0.73, 2.17, -0.95], [0.41, 1.80, -0.35], [1.06, 2.73, 0.64], [-2.13, -2.66, 0.21], [-1.66, -2.67, -1.86], [-0.33, -3.00, -0.82], [-0.06, -0.78, -0.32], [-1.84, -0.48, -0.16], [-1.50, -0.70, -3.00], [-0.06, 0.03, -2.42], [-2.55, 1.49, -1.86], [-1.49, 1.99, -3.08], [-1.25, 3.09, -0.90], [0.99, 0.97, -0.58], [0.25, 3.01, 1.43], [2.08, 2.38, 1.05], [1.64, 3.54, 0.12], [-3.07, -2.79, -0.24], [-2.01, -3.54, 0.51], [-0.85, 0.83, 1.64], [-1.69, 0.12, 2.61], [-1.72, 0.43, 1.82], [2.48, -2.68, -0.20], [3.44, -1.63, 0.43], [2.51, -1.93, 0.38], [3.73, 0.85, 1.10], [2.56, 0.70, 2.14], [3.52, 0.73, 2.08], [1.28, -0.70, 1.39], [0.89, -0.94, 2.94], [0.89, -0.42, 2.20]]}

{"formula": "C7H23NO5", "method": "ωB97M-V/def2-TZVPD", "energy_ev": -19358.4218, "orbital_gap_ev": 9.93, "smiles": "C=C/C=C/C[C@H](C)N.O.O.O.O.O", "total_charge": 0, "relative_energy_kcal_mol": 35.40, "species": ["C", "C", "C", "C", "C", "C", "C", "N", "H", "H", "H", "H", "H", "H", "H", "H", "H", "H", "H", "H", "H", "O", "H", "H", "O", "H", "H", "O", "H", "H", "O", "H", "H", "O", "H", "H"], "xyz": [[-2.44, -0.92, -2.07], [-2.10, -2.00, -1.38], [-1.75, -2.01, 0.08], [-0.48, -2.10, 0.46], [-0.03, -2.05, 1.87], [0.51, -0.65, 2.23], [1.11, -0.54, 3.61], [-0.52, 0.37, 1.98], [-2.25, 0.08, -1.71], [-2.79, -0.95, -3.09], [-2.11, -3.00, -1.79], [-2.54, -1.84, 0.80], [0.24, -1.94, -0.32], [-0.81, -2.17, 2.62], [0.78, -2.75, 2.12], [1.30, -0.41, 1.52], [0.56, -1.07, 4.40], [1.03, 0.50, 3.93], [2.14, -0.87, 3.71], [-0.73, 0.94, 2.80], [-1.42, -0.05, 1.77], [1.69, 3.92, 0.09], [0.85, 3.52, 0.38], [1.48, 4.86, 0.00], [0.06, 1.90, -0.29], [-0.46, 1.59, 0.49], [0.64, 1.15, -0.44], [-1.51, 2.60, -2.53], [-0.78, 2.12, -2.12], [-1.46, 3.50, -2.19], [2.63, -1.59, -0.79], [2.16, -0.88, -1.26], [1.96, -2.28, -0.73], [1.26, 0.40, -2.46], [1.58, 1.30, -2.61], [1.38, -0.02, -3.32]]}

{"formula": "C7H23O6", "method": "ωB97M-V/def2-TZVPD", "energy_ev": -19915.2739, "orbital_gap_ev": 7.48, "total_charge": -1, "relative_energy_kcal_mol": 76.55, "species": ["C", "O", "C", "C", "C", "C", "C", "C", "H", "H", "H", "H", "H", "H", "H", "H", "H", "H", "H", "H", "H", "H", "H", "O", "H", "H", "O", "H", "H", "O", "H", "H", "O", "H", "H", "O"], "xyz": [[2.36, 0.43, 1.97], [1.92, -0.21, 3.15], [1.34, 1.47, 1.53], [0.90, 1.33, 0.10], [-0.15, 0.36, -0.27], [0.15, -0.92, -0.36], [-1.52, 0.84, -0.45], [-2.23, 1.09, 0.84], [2.36, -0.22, 1.05], [3.39, 0.88, 2.08], [1.78, 2.45, 1.56], [0.51, 1.38, 2.17], [1.80, 0.98, -0.37], [0.65, 2.29, -0.28], [-0.65, -1.69, -0.59], [1.25, -1.31, -0.22], [-1.48, 1.71, -1.09], [-2.27, 0.14, -1.01], [-2.35, 2.19, 1.04], [-3.22, 0.67, 0.98], [-1.49, 0.81, 1.68], [2.64, -2.60, 1.75], [1.24, -2.90, 2.21], [1.85, -3.14, 1.52], [-0.46, -1.71, 2.75], [1.09, -1.07, 3.10], [0.26, -2.06, 3.16], [0.19, 1.36, -3.09], [-0.16, 1.27, -4.58], [-0.08, 1.97, -3.81], [-2.44, -2.35, -2.49], [-2.34, -1.05, -3.06], [-2.98, -1.63, -2.80], [0.07, -0.65, -2.52], [-1.27, 0.29, -2.53], [-0.65, -0.44, -3.11]]}